Record 1
C16H24N2OPPdSSe2 | the ωB97M-V functional and the def2-TZVPD basis

XYZ file:
```
48
Properties=species:S:1:pos:R:3:forces:R:3:lowdin_charge:R:1
Pd -0.7019 1.7457 -0.0174 -0.022 1.597 0.045 0.30
N -0.5599 3.9301 0.0114 0.245 -0.250 -0.204 -0.11
C -1.7867 4.6534 0.3860 -0.092 -0.078 0.012 -0.23
C -2.9354 3.9899 -0.3442 0.090 0.033 0.018 -0.24
N -2.8862 2.5610 -0.0334 0.306 -0.528 0.113 -0.06
H 0.2365 4.2414 0.5588 -0.045 -0.024 0.047 0.07
H -0.3320 4.1211 -0.9617 0.032 0.106 0.026 0.09
H -1.7131 5.7163 0.1505 -0.036 -0.006 -0.028 0.12
H -1.9243 4.5566 1.4640 0.037 -0.021 0.000 0.12
H -2.8075 4.1168 -1.4211 -0.015 -0.034 -0.007 0.12
H -3.8821 4.4590 -0.0667 -0.012 -0.035 0.010 0.12
H -3.4904 1.9766 -0.6000 0.061 0.063 0.023 0.06
H -3.1548 2.3809 0.9289 -0.128 -0.016 -0.051 0.09
Se 1.6692 1.8096 -0.0300 0.268 -0.348 0.018 0.39
P 1.6943 -0.3874 -0.0307 -0.026 0.007 -0.009 0.27
Se -0.4686 -0.6512 -0.0486 -0.181 -0.113 -0.016 0.43
C 2.5272 -1.0486 -1.4867 -0.108 0.097 -0.015 -0.39
C 3.8382 -0.6691 -1.7683 0.060 0.001 0.012 -0.09
C 4.4653 -1.1512 -2.9035 0.004 -0.010 0.008 -0.06
C 3.7860 -2.0064 -3.7625 -0.024 0.003 0.005 -0.06
C 2.4807 -2.3815 -3.4844 0.031 -0.004 -0.009 -0.06
C 1.8455 -1.8995 -2.3493 0.008 -0.067 0.043 -0.10
C 2.5014 -1.0465 1.4410 -0.107 0.091 0.009 -0.40
C 1.8167 -1.9247 2.2732 0.014 -0.072 -0.047 -0.10
C 2.4336 -2.4114 3.4163 0.029 -0.001 0.012 -0.06
C 3.7239 -2.0143 3.7323 -0.024 0.002 -0.005 -0.06
C 4.4056 -1.1313 2.9042 0.004 -0.009 -0.009 -0.06
C 3.7963 -0.6438 1.7614 0.054 0.009 -0.004 -0.09
H 4.3721 0.0104 -1.1152 -0.017 0.009 -0.017 0.10
H 5.4832 -0.8573 -3.1209 -0.003 0.010 -0.008 0.11
H 4.2755 -2.3732 -4.6547 0.006 -0.015 0.007 0.11
H 1.9508 -3.0458 -4.1535 0.002 0.000 -0.005 0.11
H 0.8234 -2.1848 -2.1365 -0.010 0.031 -0.015 0.07
H 0.8064 -2.2275 2.0304 -0.010 0.029 0.015 0.07
H 1.9014 -3.0965 4.0622 0.002 -0.001 0.004 0.11
H 4.1991 -2.3856 4.6304 0.006 -0.013 -0.006 0.11
H 5.4110 -0.8189 3.1520 -0.003 0.009 0.007 0.11
H 4.3296 0.0604 1.1345 -0.018 0.009 0.017 0.10
C -5.1917 -1.3181 -1.2650 0.053 -0.006 0.047 -0.25
S -3.8016 -1.3761 -0.1293 -0.263 -0.291 0.014 0.80
C -4.7310 -1.7900 1.3502 0.039 0.014 -0.055 -0.25
O -3.3491 0.0407 0.0503 -0.229 -0.191 0.003 -0.68
H -5.6337 -2.3106 -1.3455 0.011 -0.002 0.005 0.06
H -4.8027 -1.0121 -2.2337 0.006 -0.001 -0.004 0.06
H -5.9224 -0.5958 -0.9033 -0.002 0.009 0.013 0.06
H -5.1956 -2.7674 1.2252 0.009 -0.003 -0.008 0.06
H -5.4809 -1.0206 1.5285 -0.006 0.010 -0.011 0.06
H -4.0217 -1.8231 2.1744 0.006 0.002 0.000 0.06
```
Forces are in eV/Å.

Values from the calculation:
ΔE to the lowest compared entry with this formula, charge and spin = 21.3 kcal per mole
HOMO level = -10.983 eV
largest force on an atom = 1.6 eV/A
orbital gap = 7.80 eV
calculated total energy = -176302.1074 eV
total charge = +1



Record 2
C21H32Cl2FNOP | the ωB97M-V functional and the def2-TZVPD basis

XYZ file:
```
59
Properties=species:S:1:pos:R:3:forces:R:3:lowdin_charge:R:1
C 5.4463 -0.0016 1.1326 -0.172 -0.024 0.366 -0.04
C 4.0796 -0.5611 0.8506 0.081 -0.095 0.015 -0.25
C 3.7389 -1.8473 1.2698 -0.006 0.027 0.006 -0.02
C 2.4841 -2.3657 1.0251 0.032 -0.141 0.024 -0.01
C 1.5019 -1.6432 0.3493 -0.182 -0.062 -0.153 -0.14
C 0.1351 -2.2417 0.0979 -0.150 -0.368 0.020 -0.37
C -0.6199 -2.4148 1.4213 0.180 -0.016 0.003 -0.06
C 0.2223 -3.5814 -0.6423 0.016 -0.053 -0.115 -0.04
C 1.8623 -0.3777 -0.0647 0.190 0.079 -0.019 -0.20
O 0.9447 0.3793 -0.8189 -0.183 -0.124 0.014 -0.10
C 0.6673 1.6520 -0.3307 0.056 0.294 -0.148 -0.27
P -0.9136 1.6428 0.5500 0.111 0.419 0.118 1.03
F -0.9368 2.9487 1.3974 -0.035 -0.183 -0.010 -0.13
C -2.3043 1.7194 -0.5273 -0.378 -0.226 -0.174 -0.25
C -2.3639 0.6101 -1.6306 -0.067 0.298 0.395 -0.19
C -3.4636 -0.4113 -1.3711 0.099 -0.277 0.010 -0.15
C -3.3507 -1.1674 -0.0319 0.086 0.211 -0.017 -0.15
N -4.5083 -1.0344 0.8177 -0.132 -0.145 0.198 -0.13
C -4.7036 -0.0757 1.7831 -0.269 0.026 0.127 -0.12
C -5.9268 -0.2866 2.3689 -0.024 -0.188 -0.167 -0.08
C -6.5041 -1.4213 1.7349 0.250 0.054 -0.108 -0.08
C -5.6085 -1.8560 0.7896 -0.094 0.167 0.135 -0.09
C 3.1201 0.1604 0.1644 -0.213 0.200 -0.028 0.01
H 5.4162 1.0841 1.2083 0.102 0.003 -0.194 0.05
H 6.1719 -0.3066 0.3801 -0.003 0.090 -0.087 0.09
H 5.7930 -0.3756 2.0967 0.083 -0.031 -0.047 0.08
H 4.4734 -2.4461 1.7928 -0.005 -0.009 0.039 0.12
H 2.2557 -3.3698 1.3611 0.007 0.011 0.027 0.12
H -0.4374 -1.5848 -0.5642 0.055 0.165 0.151 0.10
H -0.0409 -3.0221 2.1175 0.022 -0.024 -0.009 0.09
H -1.5785 -2.9113 1.2708 0.008 0.061 0.048 0.07
H -0.7860 -1.4518 1.9138 -0.051 -0.078 0.078 0.06
H 0.5461 -3.4432 -1.6743 0.075 0.034 0.023 0.09
H 0.9196 -4.2729 -0.1702 -0.021 0.013 0.071 0.08
H -0.7538 -4.0686 -0.6674 -0.026 0.023 0.007 0.08
H 0.5301 2.3536 -1.1618 0.073 -0.042 -0.028 0.13
H 1.4288 2.0769 0.3282 0.041 -0.087 0.063 0.11
H -0.9932 0.6116 1.4844 0.080 -0.080 -0.053 0.07
H -3.1978 1.7021 0.1048 -0.041 0.039 -0.046 0.09
H -2.2549 2.7104 -0.9877 0.073 0.047 0.083 0.12
H -2.5851 1.1352 -2.5576 0.189 -0.138 -0.124 0.12
H -1.3917 0.1229 -1.7254 -0.021 -0.001 -0.178 0.09
H -3.4221 -1.1452 -2.1767 -0.126 0.103 -0.111 0.12
H -4.4381 0.0761 -1.4190 -0.012 -0.005 0.004 0.13
H -2.4855 -0.8289 0.5469 -0.072 0.013 -0.087 0.07
H -3.1728 -2.2275 -0.2104 -0.068 0.011 -0.009 0.12
H -3.9787 0.6876 2.0219 0.143 -0.123 -0.108 0.10
H -6.3556 0.2915 3.1707 0.032 0.013 -0.025 0.10
H -7.4527 -1.8852 1.9464 -0.010 0.065 0.035 0.10
H -5.6777 -2.6836 0.1021 0.102 0.020 -0.009 0.12
H 3.3236 1.1568 -0.2108 0.157 -0.170 -0.014 0.04
Cl 4.4131 3.3323 -0.4698 0.050 0.209 0.036 0.59
C 5.1276 4.3618 -1.7486 0.058 0.065 -0.042 -0.62
C 4.2395 4.4341 -2.9623 -0.009 0.042 -0.029 -0.66
Cl 4.1195 2.8652 -3.7977 -0.043 -0.017 0.016 0.54
H 6.1020 3.9448 -1.9859 -0.019 -0.054 -0.011 0.07
H 5.2608 5.3555 -1.3260 -0.052 -0.012 0.044 0.08
H 4.6512 5.1512 -3.6698 0.033 -0.027 -0.013 0.08
H 3.2324 4.7440 -2.6958 -0.002 0.002 0.009 0.06
```
Forces are in eV/Å.

Values from the calculation:
HOMO level = -10.823 eV
largest force on an atom = 0.5 eV/A
orbital gap = 7.44 eV
calculated total energy = -62878.9283 eV
total charge = +1



Record 3
C3H5O3Rb | the ωB97M-V functional and the def2-TZVPD basis

XYZ file:
```
12
Properties=species:S:1:pos:R:3:forces:R:3:lowdin_charge:R:1
H -1.0671 0.3405 -1.5428 -0.071 -0.047 0.325 0.14
C -1.3008 0.4498 -0.4743 0.277 0.202 1.105 -0.22
C -0.3122 1.2846 0.2711 -0.032 0.798 -1.773 -0.03
O 1.0165 0.9585 0.0883 0.179 0.181 0.757 0.02
C 1.3155 -0.2888 -0.2259 -1.038 -0.415 -0.334 -0.22
O 2.5921 -0.4620 -0.0106 1.673 0.485 0.159 0.06
H -2.3088 0.8453 -0.3058 0.157 0.022 -0.400 0.13
H -1.1874 -0.4913 1.1958 -0.142 -1.585 -3.034 0.17
H -0.4531 2.3450 0.4631 0.120 -0.239 0.104 0.13
H 2.7843 -0.9392 0.8051 0.138 -0.136 -0.053 0.13
Rb 0.1065 -3.2160 -0.4531 -0.039 0.096 -0.136 1.01
O -1.1856 -0.8264 0.1891 -1.221 0.639 3.281 -0.30
```
Forces are in eV/Å.

Values from the calculation:
spin multiplicity = 2
ΔE to the lowest compared entry with this formula, charge and spin = 42.7 kcal per mole
HOMO level (spin up / spin down) = -12.323 / -12.511 eV
largest force on an atom = 3.6 eV/A
orbital gap (spin up / spin down) = 8.65 / 8.30 eV
calculated total energy = -9979.7194 eV
total charge = +1



Record 4
C40H30N2O7 | the ωB97M-V functional and the def2-TZVPD basis

XYZ file:
```
79
Properties=species:S:1:pos:R:3:forces:R:3:lowdin_charge:R:1
O 0.7260 -3.8811 -8.7842 7.296 5.182 0.525 0.00
C 1.8163 -3.1099 -8.7000 -4.726 -3.695 -0.819 -0.28
O 3.1641 -3.7366 -8.7663 -2.447 1.803 -1.615 -0.04
C 1.7189 -1.4795 -8.4911 -0.076 -0.525 -0.095 -0.11
C 0.8089 -1.1722 -7.1610 -0.118 0.802 0.374 -0.15
C 1.4789 -1.6426 -5.7394 0.164 -0.402 0.760 -0.19
C 0.9189 -0.8867 -4.3616 -0.099 -0.863 -0.474 -0.09
C 1.6761 -1.8065 -3.1866 1.435 1.416 -1.174 -0.25
C 3.0802 -0.9769 -3.0034 4.743 2.334 1.051 -0.10
C 3.2573 0.4484 -2.2358 2.458 -2.049 -1.664 -0.02
C 4.7034 1.1339 -2.1577 -0.706 -0.599 -0.343 -0.13
N 6.0279 0.7398 -2.7113 -6.881 -4.053 -0.731 -0.01
C 5.8096 -0.5512 -3.4210 -0.878 -0.137 0.114 -0.13
C 4.5079 -1.4652 -3.6149 -0.870 2.974 1.845 -0.02
N 1.9970 -3.1277 -3.8609 -2.479 0.111 -1.457 0.02
C 1.2999 -3.1894 -5.2145 -1.823 -3.552 -0.626 -0.23
O 0.6853 -4.2533 -5.7392 4.059 6.600 3.300 -0.02
H 3.4551 -3.6620 -9.7342 -0.610 -0.133 1.913 0.13
H 1.1748 -0.9654 -9.4204 1.118 -1.494 1.952 0.14
H 2.8065 -1.0356 -8.4565 -2.183 -0.917 0.254 0.12
H 0.6737 0.0122 -7.1153 0.393 -2.524 -0.018 0.13
H -0.2764 -1.6065 -7.2902 2.321 0.589 0.219 0.14
H 2.6590 -1.5085 -5.7289 -2.450 -0.074 -0.266 0.15
H 1.1989 0.2686 -4.3348 -0.596 -2.694 0.103 0.13
H -0.2380 -1.0560 -4.2720 2.142 0.478 -0.286 0.13
H 1.0655 -1.9849 -2.2039 1.300 0.719 -1.867 0.16
H 2.3229 0.9635 -1.7362 2.207 -1.053 -1.013 0.09
H 4.7387 2.1663 -1.5544 -0.115 -2.542 -1.471 0.10
H 6.8018 -0.9720 -3.9401 -2.444 0.990 1.304 0.11
H 4.5765 -2.4867 -4.1980 -0.050 2.394 1.342 0.10
H 1.9011 -3.9574 -3.2340 -0.142 0.947 -1.080 0.14
O -0.0455 1.6134 -0.2997 -0.518 0.241 0.054 0.08
C -1.1232 2.1487 -0.0713 1.183 -0.588 -0.241 -0.28
C -2.2856 1.3407 0.3505 -0.206 -0.573 0.150 -0.09
C -2.1464 -0.0442 0.5099 -0.252 -0.148 0.095 0.01
C -3.2292 -0.8088 0.9466 0.206 0.216 -0.152 -0.06
C -4.4500 -0.1953 1.2261 0.063 0.351 -0.086 -0.05
C -4.5958 1.1818 1.0511 0.001 -0.313 0.064 0.01
C -3.5132 1.9504 0.6064 -0.214 -0.553 0.175 -0.10
C -3.6817 3.4036 0.4069 -1.378 0.672 0.208 -0.28
O -4.7749 3.9305 0.5790 0.707 -0.338 -0.088 0.10
C -2.5153 4.2141 0.0046 0.243 0.589 -0.142 -0.09
C -2.6556 5.5994 -0.1524 0.251 0.169 -0.064 0.01
C -1.5508 6.3783 -0.4996 -0.213 -0.296 0.089 -0.06
C -0.3062 5.7786 -0.6900 -0.067 -0.395 0.054 -0.06
C -0.1674 4.3962 -0.5482 -0.029 0.340 -0.040 0.01
C -1.2760 3.6112 -0.2053 0.292 0.583 -0.107 -0.09
H -1.1949 -0.5291 0.2989 -0.158 0.278 0.046 0.12
H -3.1181 -1.8833 1.0742 0.004 0.210 0.002 0.11
H -5.2902 -0.7893 1.5787 0.154 0.124 -0.070 0.11
H -5.5533 1.6532 1.2663 0.303 0.042 -0.121 0.12
H -3.6230 6.0752 -0.0005 0.174 -0.287 0.010 0.12
H -1.6607 7.4542 -0.6170 0.003 -0.212 0.028 0.11
H 0.5571 6.3869 -0.9513 -0.156 -0.139 0.047 0.11
H 0.8071 3.9355 -0.7018 -0.322 -0.041 0.063 0.12
O 0.1900 0.5537 8.4662 -0.272 -0.410 -0.542 0.10
C -0.2697 -0.1216 7.5536 0.546 0.842 1.091 -0.28
C -1.0194 0.5183 6.4533 -0.227 0.531 -0.270 -0.08
C -1.1863 1.9092 6.4450 -0.139 0.124 -0.241 0.01
C -1.8586 2.5251 5.3884 0.162 -0.252 0.211 -0.05
C -2.3637 1.7572 4.3395 0.104 -0.341 0.111 -0.05
C -2.2139 0.3696 4.3548 -0.053 0.302 -0.025 0.02
C -1.5458 -0.2517 5.4169 -0.177 0.542 -0.267 -0.08
C -1.4077 -1.7216 5.4336 -0.605 -0.785 -1.063 -0.28
O -1.9177 -2.4024 4.5512 0.292 0.384 0.481 0.09
C -0.6417 -2.3594 6.5225 0.228 -0.549 0.263 -0.09
C -0.4738 -3.7505 6.5284 0.184 -0.131 0.228 0.01
C 0.2772 -4.3591 7.5351 -0.174 0.258 -0.214 -0.06
C 0.8616 -3.5831 8.5357 -0.124 0.381 -0.093 -0.06
C 0.6834 -2.1980 8.5398 0.048 -0.340 0.007 0.01
C -0.0747 -1.5851 7.5336 0.282 -0.561 0.267 -0.09
H -0.7899 2.5156 7.2575 -0.021 -0.303 -0.129 0.12
H -1.9835 3.6057 5.3811 0.032 -0.201 0.018 0.11
H -2.8767 2.2384 3.5097 0.060 -0.115 0.135 0.10
H -2.6153 -0.2240 3.5351 0.147 0.031 0.310 0.10
H -0.9229 -4.3623 5.7477 0.054 0.310 0.116 0.12
H 0.4098 -5.4388 7.5358 -0.036 0.207 -0.017 0.11
H 1.4550 -4.0564 9.3151 -0.115 0.113 -0.140 0.11
H 1.1404 -1.5998 9.3265 -0.205 -0.001 -0.270 0.12
```
Forces are in eV/Å.

Values from the calculation:
ΔE to the lowest compared entry with this formula, charge and spin = 204.8 kcal per mole
HOMO level = -8.873 eV
largest force on an atom = 9.0 eV/A
orbital gap = 7.48 eV
calculated total energy = -59270.8971 eV